[1]
53
Properties=species:S:1:pos:R:3:mulliken_charge:R:1 method="wB97M-V/def2-TZVPD" charge=0 e_homo_ev=-7.9 smiles="COc1ccc(NC(=O)CCN2CCN(S(=O)(=O)c3cc(Cl)ccc3Cl)CC2)cc1" homo_lumo_gap_ev=8.4
C -3.27 -5.10 -1.00 -0.793
H -3.70 -6.09 -0.85 0.232
O -4.02 -4.24 -0.17 -0.469
C -3.71 -2.91 -0.17 0.872
C -2.69 -2.33 -0.92 -0.474
C -2.46 -0.97 -0.85 -0.502
C -3.25 -0.16 -0.04 0.104
C -4.26 -0.75 0.72 -0.437
C -4.49 -2.11 0.65 -0.734
H -5.27 -2.57 1.24 0.420
H -4.87 -0.14 1.37 0.349
N -3.05 1.22 0.08 0.098
C -2.35 2.04 -0.75 0.295
O -1.87 1.70 -1.81 -0.598
C -2.21 3.45 -0.22 -0.798
C -1.30 3.55 1.03 -1.089
N 0.00 2.94 0.96 -0.012
C 0.77 3.29 -0.22 -0.380
C 2.22 2.86 -0.01 -1.319
N 2.32 1.45 0.30 0.208
S 2.29 0.38 -0.99 1.383
O 1.07 -0.38 -1.04 -0.567
O 2.75 1.05 -2.16 -0.715
C 3.56 -0.77 -0.43 -0.249
C 3.23 -2.10 -0.24 -0.426
C 4.20 -3.00 0.17 0.154
C 5.51 -2.57 0.38 -0.484
C 5.84 -1.24 0.18 -0.585
C 4.86 -0.34 -0.22 0.214
Cl 5.25 1.30 -0.47 -0.164
H 6.85 -0.90 0.34 0.438
H 6.26 -3.28 0.70 0.422
Cl 3.79 -4.65 0.42 -0.217
H 2.21 -2.40 -0.42 0.657
C 1.47 1.06 1.41 -1.570
C 0.02 1.50 1.17 0.081
H -0.36 0.94 0.31 0.054
H -0.58 1.26 2.05 0.533
H 1.87 1.54 2.31 0.527
H 1.53 -0.02 1.51 0.448
H 2.67 3.41 0.82 0.390
H 2.80 3.03 -0.92 0.503
H 0.39 2.79 -1.12 0.284
H 0.73 4.37 -0.36 0.502
H -1.15 4.62 1.24 0.407
H -1.82 3.12 1.90 0.483
H -1.79 4.06 -1.02 0.369
H -3.19 3.85 0.04 0.454
H -3.51 1.65 0.87 0.232
H -1.66 -0.54 -1.43 0.435
H -2.06 -2.92 -1.56 0.395
H -2.21 -5.12 -0.72 0.314
H -3.36 -4.82 -2.05 0.323

[2]
51
Properties=species:S:1:pos:R:3:mulliken_spin:R:1 method="wB97M-V/def2-TZVPD" charge=+2 e_homo_ev="-14.2 / -14.6" homo_lumo_gap_ev="7.0 / 7.1" spin_multiplicity=3
W -6.43 -12.04 7.46 1.797
C -5.18 -13.91 8.12 0.006
C -6.50 -14.21 8.57 0.098
C -6.88 -13.20 9.55 -0.166
C -5.77 -12.31 9.69 0.038
C -4.74 -12.68 8.76 0.029
C -3.36 -12.11 8.64 -0.029
C -5.74 -11.18 10.66 0.011
C -8.13 -13.14 10.42 -0.001
C -7.38 -15.34 8.12 0.016
C -4.42 -14.71 7.12 -0.009
H -3.00 -12.18 7.60 0.001
H -2.71 -12.67 9.30 0.001
H -3.35 -11.04 8.94 0.001
H -6.62 -10.53 10.61 0.005
H -4.86 -10.56 10.60 -0.001
H -5.83 -11.59 11.68 0.006
H -8.33 -12.10 10.68 0.001
H -7.94 -13.73 11.29 -0.002
H -9.03 -13.54 10.00 0.001
H -8.43 -15.18 8.32 0.000
H -7.15 -16.27 8.67 0.004
H -7.29 -15.64 7.05 0.001
H -3.97 -14.06 6.35 -0.001
H -5.09 -15.39 6.64 -0.001
H -3.60 -15.24 7.64 -0.002
Cl -4.21 -9.14 1.06 -0.002
C -4.69 -10.07 2.41 -0.009
C -5.05 -11.45 2.24 0.020
C -5.35 -12.20 3.36 -0.018
Cl -5.65 -13.88 3.07 0.000
C -5.50 -11.62 4.61 0.065
O -5.91 -12.35 5.62 0.079
C -5.13 -10.26 4.78 0.009
C -5.32 -9.60 6.01 0.038
O -5.87 -10.11 7.03 -0.030
C -4.72 -9.52 3.66 0.013
H -5.01 -11.88 1.25 0.000
H -5.00 -8.57 6.10 -0.001
H -4.40 -8.51 3.74 0.001
S -8.66 -11.32 8.09 -0.022
C -9.44 -10.67 6.71 0.020
N -10.73 -10.79 6.53 0.024
C -11.27 -10.05 5.41 -0.001
C -10.16 -9.96 4.43 0.001
S -8.65 -9.82 5.43 0.007
H -11.31 -11.28 7.19 -0.001
H -11.52 -9.02 5.78 0.002
H -12.15 -10.53 4.99 0.000
H -10.28 -9.11 3.74 0.000
H -10.05 -10.80 3.79 0.001

[3]
50
Properties=species:S:1:pos:R:3:mulliken_charge:R:1 method="wB97M-V/def2-TZVPD" charge=-1 e_homo_ev=-4.9 homo_lumo_gap_ev=6.9
O 1.89 2.06 6.71 -0.626
Ga 0.07 1.78 6.95 0.401
Cl -0.78 3.89 7.12 -0.552
H 2.12 2.98 6.84 0.233
H -0.52 1.09 5.65 -0.222
H -0.22 1.06 8.35 -0.227
N 1.64 1.77 2.88 -0.406
C 1.82 1.72 1.57 -0.672
C 2.64 0.80 0.93 -0.315
C 3.35 -0.10 1.72 -0.318
C 3.18 -0.03 3.09 -0.521
C 2.31 0.90 3.64 0.049
H 1.24 2.42 0.96 0.755
H 2.71 0.80 -0.15 0.447
H 3.99 -0.84 1.26 0.406
H 3.71 -0.72 3.75 0.369
H 2.14 0.95 4.71 0.177
N -0.50 2.45 -0.85 -0.296
C -0.91 2.45 -2.12 -0.381
C -2.23 2.24 -2.49 -0.370
C -3.16 2.00 -1.49 -0.220
C -2.74 2.00 -0.17 -0.751
C -1.40 2.24 0.11 0.014
H -0.15 2.62 -2.87 0.372
H -2.51 2.25 -3.53 0.398
H -4.19 1.79 -1.74 0.384
H -3.43 1.80 0.64 0.446
H -1.04 2.23 1.13 0.420
N 2.83 -0.22 -2.99 -0.513
C 3.49 -1.28 -3.47 -0.362
C 3.02 -2.58 -3.36 -0.371
C 1.81 -2.80 -2.73 -0.625
C 1.11 -1.71 -2.23 -0.408
C 1.67 -0.45 -2.39 -0.327
H 4.44 -1.08 -3.95 0.376
H 3.61 -3.40 -3.76 0.370
H 1.42 -3.81 -2.62 0.423
H 0.17 -1.83 -1.72 0.660
H 1.15 0.42 -1.99 0.744
N -3.93 -2.48 -0.60 -0.596
C -4.11 -3.32 -1.61 -0.241
C -3.39 -3.26 -2.80 -0.374
C -2.43 -2.26 -2.94 -0.501
C -2.24 -1.38 -1.89 -0.128
C -3.00 -1.53 -0.74 -0.448
H -4.86 -4.09 -1.48 0.350
H -3.58 -3.97 -3.59 0.367
H -1.85 -2.17 -3.86 0.450
H -1.51 -0.57 -1.95 0.702
H -2.85 -0.86 0.09 0.457